This record from the OMol25 dataset describes C30H33ClN5O2Pd as an isolated structure. The level of theory is the ωB97M-V functional and the def2-TZVPD basis.

CARTESIAN COORDINATES (ANGSTROEM)
H 1.60860 3.89720 1.34233
C 5.66558 0.09160 -0.69084
H -4.91119 -0.23919 -0.16139
N -1.27183 -0.91175 2.19035
H -3.36992 -3.13454 0.99154
C 1.62947 -4.94641 -1.74157
C 0.66909 3.71990 -0.59954
C 0.10025 4.63765 -1.68692
C -2.50202 -1.42349 4.58229
O 1.75346 -0.15508 0.85564
N -2.00999 1.21210 -0.00373
C 3.46112 -0.32609 -2.33989
C 2.00610 3.17009 -1.09468
H 2.06295 -5.62059 -2.46781
C -2.26723 3.56694 0.37734
H 6.53416 0.25299 -0.06848
H -3.97753 -0.76946 1.19604
C -1.61032 -0.36437 4.46899
H 0.14573 1.69441 -0.83868
H 2.59509 -0.48825 -2.96694
H -3.46364 -3.04038 3.53530
C 1.94116 -0.22593 -0.37884
C 0.36214 -4.42917 -1.93557
Pd -0.34205 -0.61800 0.45210
H 2.43763 2.48809 -0.36056
C -1.00862 -0.13949 3.24885
C 4.72725 -0.26818 -2.89386
H 0.80378 5.44646 -1.88585
H -0.85330 5.08721 -1.41992
H 1.35922 5.44227 0.52311
C -3.88519 -0.34303 0.19465
H 3.32950 -4.95796 -0.41106
C 2.33480 -4.58166 -0.60263
H 2.23298 -3.42343 1.20628
C 0.91743 4.46491 0.71748
C 4.39708 0.03167 -0.14483
C -1.49994 -2.91688 -1.24680
C 5.81895 -0.05809 -2.06285
C -2.76772 -2.21485 3.47657
Cl 7.40280 0.01920 -2.74955
H 4.87671 -0.38308 -3.95790
H -2.98961 -1.62788 5.52565
N 0.50636 -3.21637 0.11159
C -1.49017 2.46228 -0.00715
N -0.17796 2.53346 -0.37832
H 1.88866 2.64172 -2.04349
H 4.25145 0.14580 0.92091
H -5.17889 1.91126 0.85590
O 0.91148 -0.35495 -1.14469
C 3.29350 -0.17577 -0.96687
H -2.83266 -0.75937 -1.63215
H -3.90214 -2.05753 -1.09238
H -0.04137 4.07378 -2.61043
C -4.13429 2.09179 0.64518
C 1.72871 -3.72409 0.29531
H -1.85281 4.55855 0.39920
H -0.21665 -4.68729 -2.81362
H -2.23924 -3.70204 -1.45878
C -3.58916 3.36776 0.70837
H -4.20394 4.21071 0.99458
C -3.17659 -1.30640 -0.75360
H -1.38192 0.27371 5.30947
H 2.70799 3.98956 -1.24825
H -0.29725 0.66008 3.08575
C -2.34002 -2.76294 1.03063
C -2.13385 -1.93455 2.27786
C -3.30215 1.04806 0.28599
H -1.41095 -2.31654 -2.15483
H 0.00834 4.61649 1.29369
N -2.00384 -2.02138 -0.19887
H -1.67893 -3.62731 1.10248
C -0.15465 -3.55397 -0.98729

As for the max |F|: 0.011 hartree/bohr. As for the charge: +1. For the HOMO energy (alpha / beta), the calculation gives -10.49 / -10.49 eV. The LUMO energy (alpha / beta) is -3.131 / -3.113 eV. The calculation puts the gap between HOMO and LUMO (alpha / beta) at 0.2705 / 0.2711 Ha. As for the relative energy (zero: lowest compared OMol25 entry of this formula, charge and spin): 0.1862 eV. As for the spin multiplicity: 1.

Atomic partial charges in e from the Mulliken method, atoms 1 to 5:
1 H 0.358
2 C -0.846
3 H 0.564
4 N 0.521
5 H 0.438



This record from the OMol25 dataset describes C30H33CoN11OPS as an isolated structure. The level of theory is the ωB97M-V functional and the def2-TZVPD basis.

CARTESIAN COORDINATES (ANGSTROEM)
C -0.81384 0.64734 -4.56521
C -1.00311 3.79095 0.56814
H -1.12351 -5.30774 1.13229
H 2.04165 -3.85261 -0.59248
C -0.99324 -1.96284 1.04250
C -3.86272 6.23482 0.79947
N -1.73782 -1.20352 0.24687
C 2.63068 -1.34855 -2.78092
H 3.34139 -1.57350 2.03687
C -0.84279 -4.39724 1.65373
C 2.52035 -2.98580 -1.03747
C -0.85998 -0.57683 5.36960
O -0.27231 -3.85140 -4.50655
N -1.36168 -3.25421 0.90242
C -2.61108 -2.02657 -0.40878
H -1.26652 -4.41778 2.65577
H -2.02155 2.58195 -2.08644
H -0.97802 -1.65170 5.25621
H 0.18988 -0.33325 5.51586
C 2.60303 1.08259 0.31714
H -3.25981 2.19423 2.54542
H -0.40633 -1.20198 -1.78612
H -4.46888 6.41546 -0.08846
C -2.37637 -3.30848 -0.01311
N -1.68131 2.69616 0.21894
H 0.24088 -4.34131 1.71494
H 3.59158 1.46329 0.12518
H -1.12029 5.87972 1.01051
H 4.15741 -3.02830 0.33187
C 1.97129 -2.42089 -2.18526
N 0.43886 0.60515 0.33804
N -0.00679 -1.60792 -4.44096
N -3.73395 3.87867 0.31193
C 5.70810 -0.95765 -0.57105
Co -1.53323 0.71150 0.13173
H -3.23553 7.10075 0.99532
H 1.17074 2.07981 -1.03815
H 0.74144 -4.02334 -2.43752
C -1.34792 1.75836 -3.94946
H 5.64043 0.07175 -0.20896
N 2.37002 0.11267 1.25209
C 0.16392 -2.89670 -3.91519
C -0.68690 -0.38415 -2.42009
H -0.30033 -1.68459 -5.40562
C -1.66266 4.98059 0.75811
H 3.19616 -0.19730 3.16097
H 6.06993 -1.58273 0.24448
C 3.71809 -2.51930 -0.51898
N -1.23825 0.68661 -1.83289
H -0.66187 0.63029 -5.63769
C 3.81484 -0.87720 -2.23248
C -2.35417 1.09057 4.21902
C 1.04736 -0.15672 1.23388
C -3.06015 4.99299 0.60850
H 0.07282 3.69967 0.67380
C -3.02822 2.78272 0.11853
C -0.48705 -0.46624 -3.79423
C 1.39671 1.38606 -0.24536
H 6.46665 -0.96418 -1.35424
H 2.26486 -0.91095 -3.69560
H -2.85080 -4.23494 -0.28953
H 4.35284 -0.13867 1.82298
S -3.69308 1.20234 -0.13313
C 4.38911 -1.45063 -1.10189
N -1.38907 0.11999 4.19721
C -2.55605 1.47112 2.92568
H -2.81436 1.42262 5.13384
C 3.37180 -0.49120 2.12816
C -1.02880 -0.06811 2.90952
P 0.15628 -1.31637 2.30951
H -1.42201 -0.25239 6.23975
H -3.33870 -1.65248 -1.10966
H 4.32474 -0.05881 -2.72837
C -1.56263 1.74504 -2.58469
N 0.79722 -3.04621 -2.68955
H -4.55466 6.09523 1.63083
H -1.62165 2.63243 -4.52305
N -1.73106 0.73980 2.12157

As for the max |F|: 0.018 hartree/bohr. As for the charge: +2. For the HOMO energy, the calculation gives -13.21 eV. The LUMO energy is -5.313 eV. The calculation puts the gap between HOMO and LUMO at 0.2902 Ha. As for the relative energy (zero: lowest compared OMol25 entry of this formula, charge and spin): 0.0000 eV. As for the spin multiplicity: 1.

Atomic partial charges in e from the Mulliken method, atoms 1 to 5:
1 C -0.628
2 C -0.106
3 H 0.331
4 H 0.393
5 C 0.090



This record from the OMol25 dataset describes C30H33F5IrN7OSSi3 as an isolated structure in a non-equilibrium geometry. The level of theory is the ωB97M-V functional and the def2-TZVPD basis.

CARTESIAN COORDINATES (ANGSTROEM)
H 0.82926 -1.70194 0.45554
C 2.27264 -0.14239 -2.75966
H 0.26217 -1.47303 4.85604
H 1.15475 -3.20887 1.29948
H -3.54754 3.61993 -0.42628
H -1.82570 3.06602 2.75623
C 4.61080 -0.14079 -1.31976
Si -0.58697 -1.89136 2.51196
H 4.45579 4.07856 0.40966
C 4.66863 -0.25252 -2.70387
S 2.58405 2.77858 6.66253
N -0.31864 0.74183 1.73623
C -0.97207 0.90373 4.47875
C -2.88501 2.77095 -0.28934
C 2.39213 2.64247 4.27858
N 1.22850 2.04121 6.16087
C -1.79413 0.26351 3.62058
C 3.66340 3.53657 0.89706
H -1.23114 1.07008 5.51244
F 5.84794 -0.33617 -3.33406
H -4.84121 0.17056 -1.34656
H 1.19151 -2.71499 4.05095
H -1.89152 -3.99489 2.96609
F 3.35547 0.01087 0.65709
C -0.93435 3.96817 -4.67447
C -0.68954 2.40004 -2.92349
N -0.84251 4.87492 -5.38135
H -5.50967 1.09231 2.39680
H -1.13112 -1.18435 -2.98621
C 3.62062 3.43505 2.27503
C 0.70628 -1.75462 3.90717
H -3.41074 -0.55767 1.93855
N 3.21075 3.10429 5.20455
C -5.27215 1.50100 1.41798
H 0.00420 -2.20030 -2.08466
Ir 0.36300 0.73123 -0.39118
H -4.16718 -1.04066 -2.41516
H -0.27311 -3.06402 0.29263
C -3.49826 -2.73659 -0.05987
C 2.56004 2.74876 2.86280
H -3.40555 0.52042 -2.28723
C 2.15463 -0.01462 -1.37548
Si -2.79813 -0.96740 -0.33850
C -2.66410 -0.02779 1.33971
H -2.75523 -3.42734 0.32787
H -1.87783 3.15953 -0.15819
H -3.86723 -3.14976 -0.99543
H -3.00269 -2.67687 2.66796
C 3.48439 -0.27359 -3.42951
H 2.62697 3.04451 -0.92518
C 1.22421 2.02034 4.82662
H -2.76045 -0.09192 3.94139
F 3.51533 -0.41229 -4.76312
F 1.15566 -0.15861 -3.51417
N 1.64521 2.28004 0.69493
O -1.27247 -1.10086 -0.94123
H -1.70633 -2.67573 -2.20433
H -2.17599 -2.80319 4.21169
N -1.13986 2.93729 -3.93903
C 2.64553 2.95923 0.15201
C 0.24993 1.43305 3.99248
H -5.81138 2.43705 1.32460
N -0.44908 1.74747 -1.97277
C 1.58411 2.14851 2.03431
C -2.90011 2.94403 2.67347
H -4.33911 -2.73002 0.62680
C -3.91249 -0.24903 -1.71420
F 5.74399 -0.10584 -0.60008
C -2.06071 -2.93729 3.13935
C -1.40803 -0.01193 2.22414
H -3.27258 2.62336 3.63848
C 0.36127 -2.53216 0.99177
H 4.37012 3.89143 2.90200
H 1.48128 -1.02937 3.67083
C -1.01881 -1.83439 -2.12132
H -5.66975 0.81974 0.67442
Si -3.39133 1.78042 1.24378
C 0.47441 1.39881 2.58266
H -2.89533 2.19503 -1.20301
H -3.31896 3.92540 2.47012
C 3.37289 -0.04714 -0.69870

As for the max |F|: 0.076 hartree/bohr. As for the charge: 0. For the HOMO energy (alpha / beta), the calculation gives -7.08 / -7.00 eV. The LUMO energy (alpha / beta) is -1.786 / -1.925 eV. The calculation puts the gap between HOMO and LUMO (alpha / beta) at 0.1944 / 0.1864 Ha. As for the spin multiplicity: 1.

Atomic partial charges in e from the Mulliken method, atoms 1 to 5:
1 H -0.348
2 C 0.490
3 H 0.322
4 H 0.654
5 H 0.552



This record from the OMol25 dataset describes C30H33FN4O5RuSeSi as an isolated structure. The level of theory is the ωB97M-V functional and the def2-TZVPD basis.

CARTESIAN COORDINATES (ANGSTROEM)
H 3.76832 -2.78277 1.40475
H -0.98008 4.74529 -0.28633
H -4.57603 5.11956 0.20023
O 0.71199 -2.19283 -4.07204
C 0.08517 1.83969 -6.91658
O -0.72068 0.87323 -0.51447
Si -3.00527 3.34703 -0.51752
N -0.11869 1.18585 -4.60180
C 0.22396 -0.44177 1.17087
C -4.23987 4.72878 -0.76370
C -0.48736 -4.59489 3.82744
H -3.12162 1.17139 0.65544
H 0.20212 2.60419 -8.92797
H -5.11622 4.37910 -1.31221
N 2.59724 -0.35106 1.52599
C 0.36254 -1.06271 -3.82843
H -2.09228 -3.05382 5.15653
C -0.60904 -3.63567 6.64307
H 0.28568 -5.50348 6.96189
H 5.01548 -0.88648 0.41265
H -1.45477 -3.97459 7.23762
H -0.16800 4.94829 -8.25956
H -1.89493 -0.68656 0.90814
C 0.20016 -0.04872 -4.94797
H -1.44289 -4.62555 3.29465
H -0.93851 -1.79020 5.57556
H -4.69432 1.60413 -0.02415
F -2.33118 -2.41205 2.81847
C -1.02957 -0.97759 1.48553
C 5.04809 -0.98479 1.48837
H 0.68292 -1.47844 -6.45524
C 0.43910 -0.44266 -6.27188
H -0.78368 3.23937 0.61164
C 0.05230 2.86834 -7.88865
C 1.35674 -0.85716 1.88002
C -0.12693 2.16785 -5.55775
H -1.78924 4.53797 1.27114
C -1.04135 -2.85699 5.39116
C 3.78671 -0.74068 2.25331
H -1.59701 -5.69541 5.37675
H -3.79839 5.55166 -1.32830
C 2.68554 0.54531 0.52583
H 0.29391 -4.92586 3.14422
H -0.44247 5.52297 -5.86166
H 0.51053 0.23435 -8.29453
C -1.49360 4.02419 0.35210
C 2.01989 1.96846 -1.31825
C 1.64046 0.97607 -0.23768
C -1.13098 -1.87828 2.50201
O 1.23233 2.11468 -2.34647
H 4.72039 -2.63080 2.95942
C -0.30609 3.51937 -5.19065
N 0.13823 -4.85997 6.18596
C -0.57356 -5.52879 5.04686
C -0.14868 4.16347 -7.51547
O 3.07006 2.56339 -1.20508
N -0.14704 -3.25131 4.30228
C 0.32943 0.51369 0.06488
C -0.01775 -2.28994 3.24462
H 2.07842 -2.10462 3.49736
O 0.14474 -0.58890 -2.62750
Ru -0.51275 1.28473 -2.55467
H 3.86884 -0.27458 3.22795
H 5.97029 -0.65965 1.94626
H -0.41931 3.76657 -4.14639
C 0.35220 0.49607 -7.25548
Se -2.47587 2.67403 -2.64547
H 1.04834 -4.54793 5.84052
H -4.13002 2.38744 1.45924
H -0.10282 -6.49163 4.86497
C -3.81391 1.99381 0.48917
C 4.30615 -2.14051 2.08933
H 0.06967 -3.06784 7.27576
C -0.31345 4.48852 -6.15094
C 1.21948 -1.77873 2.93023
H 3.66880 0.94733 0.32464

As for the max |F|: 0.004 hartree/bohr. As for the charge: +1. For the HOMO energy (alpha / beta), the calculation gives -9.33 / -9.63 eV. The LUMO energy (alpha / beta) is -3.310 / -3.310 eV. The calculation puts the gap between HOMO and LUMO (alpha / beta) at 0.2212 / 0.2323 Ha. As for the relative energy (zero: lowest compared OMol25 entry of this formula, charge and spin): 0.0000 eV. As for the spin multiplicity: 2. Its expectation value of S² is 0.75.

Atomic partial charges in e from the Mulliken method, atoms 1 to 5:
1 H 0.246
2 H 0.295
3 H 0.343
4 O -0.678
5 C 0.907



- Which of these has the highest max |F|?
  C30H33F5IrN7OSSi3